Entry 1:
Formula: C4H8N4
Source: OMol25
Level of theory: the ωB97M-V functional and the def2-TZVPD basis

Each line ends with the Löwdin charge.
CARTESIAN COORDINATES (ANGSTROEM)
C  2.1039  -0.6358  0.4723  -0.055
C  1.1501  0.4534  0.2825  -0.329
C  -0.9001  0.5024  -1.0104  -0.121
C  -0.4164  -0.0080  0.1586  -0.284
H  1.6359  -1.5609  1.1446  0.147
H  1.8951  -1.1713  -0.5020  0.110
H  3.0491  -0.3128  0.6614  0.038
H  1.1531  1.3759  0.9311  0.159
H  -1.8565  0.0589  -1.5330  0.102
H  -0.3123  -0.7122  1.8811  0.095
H  -2.1731  -1.3193  0.0734  0.170
H  -2.8853  -0.2210  1.8474  0.204
N  1.1527  1.1089  -1.0572  -0.064
N  0.1839  1.0141  -1.9552  0.073
N  -0.9430  -0.6585  1.1783  -0.218
N  -2.1266  -1.1801  1.2739  -0.027

As for the total energy: -375.9622 a.u. The calculation puts the energy relative to the best compared isomer or geometry (same formula, charge and spin) at 751.7 kJ/mol. Its orbital gap is 8.36 eV. As for the HOMO energy: -8.048 eV. The calculation puts the LUMO energy at 0.3 eV.

Entry 2:
Formula: C50H53F24IN2O7P2S
Source: OMol25
Level of theory: the ωB97M-V functional and the def2-TZVPD basis

Each line ends with the Löwdin charge.
CARTESIAN COORDINATES (ANGSTROEM)
C  5.6114  2.2483  -4.1988  -0.038
C  4.2301  1.8842  -4.7121  -0.147
C  3.1041  3.0747  -4.7493  -0.195
C  1.8439  2.8758  -3.7200  -0.063
C  0.3726  3.4454  -4.2312  0.048
C  -1.0180  3.3584  -3.3059  -0.188
C  -0.8917  2.6645  -1.8269  -0.317
C  0.5675  2.1000  -1.3378  -0.048
C  0.7209  1.3640  0.1542  -0.155
C  0.6762  -0.2718  -0.1838  -0.187
C  0.5135  -1.0778  1.2341  -0.181
C  -0.9840  -1.7592  1.2459  -0.266
N  -1.7038  -1.2076  2.4644  -0.073
C  1.9402  2.2029  -2.2281  -0.102
O  3.2035  1.7000  -1.6667  -0.060
C  3.9198  2.8291  -0.9883  -0.196
O  5.2786  2.9041  -0.9629  -0.020
C  3.1366  4.1030  -0.2665  -0.053
C  2.7180  4.1438  1.3399  -0.007
C  1.9512  5.4500  2.0486  -0.048
C  1.5342  6.8072  1.1864  -0.055
C  1.9629  6.7810  -0.4263  -0.074
C  2.7355  5.4776  -1.1278  -0.005
S  -2.4605  2.5484  -0.7420  0.776
C  -3.8492  2.5923  -2.0498  -0.358
C  -3.5346  3.2967  -3.4949  -0.238
C  -4.7967  3.2995  -4.5925  -0.505
I  -4.5220  4.2023  -6.5705  0.749
C  -6.2771  2.6323  -4.2277  -0.124
C  -7.4898  2.7276  -5.3698  -0.183
C  -8.1962  4.0372  -5.5979  -0.027
C  -6.6096  1.9106  -2.7559  -0.092
C  -8.0923  1.2860  -2.4386  -0.185
C  -8.5718  0.0860  -3.4486  -0.094
C  -9.9831  -0.5325  -2.7998  -0.251
O  -11.1574  -0.5147  -3.4834  -0.047
O  -10.0509  -1.1516  -1.4479  -0.046
C  -5.3262  1.8973  -1.6850  -0.293
P  -5.6826  1.0147  0.0011  0.814
C  -6.2502  -0.8028  -0.3375  -0.330
C  -6.9560  1.9755  1.0505  -0.360
N  -2.2533  3.9732  -3.9206  -0.340
P  -2.3092  5.7476  -3.7602  0.857
C  -1.4675  6.1016  -2.0395  -0.310
C  -1.2347  6.5911  -5.1494  -0.324
H  6.3389  1.4419  -3.7054  0.076
H  6.0450  3.3430  -4.2854  0.069
H  4.0976  0.7788  -5.0727  0.103
H  2.7734  3.2175  -5.8739  0.114
H  3.6630  4.0837  -4.4523  0.115
H  0.3183  3.9475  -5.3128  0.092
H  1.7919  1.5987  0.5677  0.097
H  -0.1334  1.6962  0.8828  0.082
H  -0.2359  -0.3999  -0.9284  0.114
H  1.6513  -0.6180  -0.7382  0.109
H  1.3989  -1.8720  1.2805  0.101
H  0.6537  -0.2675  2.0987  0.113
H  -1.6394  -1.5226  0.3046  0.113
H  -0.9041  -2.9313  1.3545  0.116
H  -0.9827  -1.1634  3.2429  0.073
H  -2.0222  -0.2418  2.1973  0.054
H  2.9703  3.2598  2.0725  0.095
H  1.6912  5.4498  3.2063  0.078
H  0.9918  7.7498  1.6764  0.092
H  1.6929  7.7519  -1.0663  0.088
H  3.0240  5.5613  -2.2751  0.091
H  -7.8261  1.7763  -5.9625  0.100
H  -7.6652  5.0350  -5.9073  0.050
H  -9.3575  4.0720  -5.3870  0.073
H  -8.2390  0.8914  -1.3416  0.087
H  -8.8727  2.1792  -2.5636  0.141
H  -8.8788  0.4569  -4.5314  0.111
H  -7.7823  -0.7694  -3.6113  0.133
H  -10.7983  -0.6962  -0.9202  0.141
H  -5.4894  -1.6101  0.0988  0.057
H  -7.3681  -1.0095  -0.0109  0.046
H  -6.2313  -0.9806  -1.5160  0.047
H  -6.4439  2.4407  2.0186  0.044
H  -7.7960  1.2420  1.4750  0.056
H  -7.5173  2.8392  0.4952  0.047
H  -1.6597  7.2182  -1.7172  0.053
H  -0.3005  5.8698  -2.0725  0.035
H  -2.0065  5.3516  -1.2841  0.033
H  -1.8657  7.4811  -5.6071  0.049
H  -0.8943  5.8237  -5.9789  0.036
H  -0.2454  6.9585  -4.6193  0.043
C  5.9850  -5.1909  2.1239  -0.064
C  4.6055  -5.5195  2.7166  -0.428
C  3.6181  -6.1421  1.7360  -0.297
F  3.3401  -5.3245  0.6950  0.087
F  2.4295  -6.3935  2.3488  0.093
F  4.0917  -4.4024  3.2962  0.126
F  4.8078  -6.4084  3.7408  0.094
O  6.1881  -3.8347  1.7180  0.034
C  5.7238  -3.5126  0.4082  -0.475
C  4.5933  -2.4763  0.4169  -0.260
F  3.5217  -2.9095  1.1278  0.071
F  4.1464  -2.2284  -0.8434  0.091
F  5.3892  -4.6537  -0.2404  0.124
F  6.8020  -3.0119  -0.2525  0.139
H  6.7130  -5.3419  2.9306  0.152
H  6.2891  -5.9023  1.3467  0.131
H  3.9932  -7.0922  1.3431  0.146
H  4.9292  -1.5314  0.8549  0.178
C  -2.4961  4.8475  5.1772  -0.052
C  -1.5458  4.4155  4.0490  -0.425
C  -1.4965  2.9137  3.7920  -0.283
F  -1.0618  2.2202  4.8689  0.086
F  -0.6296  2.6293  2.7825  0.063
F  -0.3066  4.9182  4.2931  0.103
F  -1.9756  5.0311  2.9017  0.100
O  -1.8930  5.0796  6.4529  0.032
C  -1.7120  3.9200  7.2636  -0.477
C  -0.2350  3.6132  7.5402  -0.264
F  0.4588  3.4126  6.3914  0.086
F  -0.1002  2.4777  8.2764  0.095
F  -2.3725  2.8773  6.7057  0.123
F  -2.3540  4.1837  8.4332  0.139
H  -2.8968  5.8267  4.8871  0.152
H  -3.3804  4.2033  5.2519  0.148
H  -2.4784  2.5274  3.5012  0.177
H  0.2423  4.4344  8.0837  0.176
C  7.2054  -10.0841  1.9419  -0.049
C  5.8803  -9.3257  1.7645  -0.416
C  4.7443  -9.8006  2.6634  -0.279
F  4.4140  -11.0927  2.4378  0.092
F  3.6166  -9.0750  2.4329  0.092
F  5.5215  -9.3556  0.4537  0.130
F  6.1284  -8.0078  2.0504  0.084
O  7.4640  -11.1270  0.9982  0.034
C  6.8812  -12.3912  1.3092  -0.477
C  5.8411  -12.8366  0.2740  -0.264
F  4.8264  -11.9420  0.1661  0.088
F  5.2753  -14.0219  0.6267  0.095
F  6.3898  -12.3584  2.5711  0.122
F  7.9131  -13.2768  1.3351  0.140
H  8.0059  -9.3555  1.7635  0.152
H  7.3650  -10.4158  2.9748  0.149
H  4.9994  -9.6852  3.7214  0.180
H  6.2950  -12.9528  -0.7149  0.177

As for the total energy: -6347.2029 a.u. Its orbital gap is 7.17 eV. As for the SMILES: C=CCc1cc2c(c(CCCCN)c1OC(=O)c1ccccc1)Sc1c(c(I)c(C=C)c(CCC(=O)O)c1P(C)C)N2P(C)C.FC(F)C(F)(F)COC(F)(F)C(F)F.FC(F)C(F)(F)COC(F)(F)C(F)F.FC(F)C(F)(F)COC(F)(F)C(F)F. As for the HOMO energy: -7.672 eV. The calculation puts the LUMO energy at -0.5 eV.

Entry 3:
Formula: C3H3BaO4
Source: OMol25
Level of theory: the ωB97M-V functional and the def2-TZVPD basis

Each line ends with the Löwdin charge.
CARTESIAN COORDINATES (ANGSTROEM)
O  -3.0824  0.2735  0.4806  0.263
C  -1.9263  0.4487  0.2531  -0.072
C  -1.0537  -0.5670  -0.4758  -0.032
H  -1.0009  0.8596  1.0960  0.247
H  -0.9941  -1.4328  0.1998  0.173
H  -1.4860  -0.8524  -1.4423  0.167
O  0.2340  0.0114  -0.7724  0.067
C  1.1603  0.1729  0.1115  -0.735
O  0.7763  0.5742  1.2782  0.093
O  2.2944  0.5162  -0.2432  -0.155
Ba  5.0783  -0.0044  -0.4854  1.985

As for the total energy: -441.8641 a.u. The calculation puts the energy relative to the best compared isomer or geometry (same formula, charge and spin) at 99.2 kJ/mol. Its expectation value of S² is 0.77. As for the charge: +2. Its orbital gap (spin up / spin down) is 8.18 / 6.88 eV. As for the HOMO energy (spin up / spin down): -16.926 / -16.732 eV. The calculation puts the LUMO energy (spin up / spin down) at -8.7 / -9.9 eV. As for the spin multiplicity: 2.